Molecular formula: C6H4N2
Method: DFT, ωB97M-V/def2-TZVPD

The LUMO energy comes out at -1.76 eV. The SMILES is C1=NC=C2C=NC=C12. The highest occupied orbital energy is -8.74 eV. For the HOMO-LUMO gap, the calculation gives 7.0 eV.

Geometry (Å):
C (-1.513, 0.517, -0.802)
N (-1.106, 1.764, -0.560)
C (0.320, 1.609, -0.016)
C (0.698, 0.276, -0.065)
C (1.645, -0.544, 0.349)
N (1.069, -1.654, 0.714)
C (-0.437, -1.730, 0.425)
C (-0.598, -0.497, -0.450)
H (-2.507, 0.495, -1.331)
H (0.816, 2.498, 0.249)
H (2.700, -0.102, 0.730)
H (-1.086, -2.632, 0.756)


Molecular formula: C6H4N2O
Method: DFT, ωB97M-V/def2-TZVPD

The LUMO energy comes out at -0.04 eV. The SMILES is N#C[C@@H]1[C@H](C#N)[C@@H]1C=O. The highest occupied orbital energy is -10.66 eV. For the HOMO-LUMO gap, the calculation gives 10.6 eV.

Geometry (Å):
N (1.536, 0.686, -2.187)
C (1.362, 0.346, -1.013)
C (1.244, -0.420, 0.116)
C (0.107, -1.132, 0.298)
C (-1.302, -1.135, -0.286)
N (-2.235, -0.981, -0.961)
C (0.556, -0.003, 1.320)
C (-0.491, 1.024, 1.562)
O (-0.820, 1.544, 0.551)
H (2.244, -0.929, 0.413)
H (0.201, -2.391, 0.358)
H (1.083, -0.270, 2.257)
H (-0.928, 1.215, 2.626)


Molecular formula: C6H4N2O2
Method: DFT, ωB97M-V/def2-TZVPD

The LUMO energy comes out at 0.23 eV. The SMILES is N#CC(C#N)=C1OCCO1. The highest occupied orbital energy is -9.51 eV. For the HOMO-LUMO gap, the calculation gives 9.7 eV.

Geometry (Å):
N (2.665, 0.242, -2.546)
C (2.106, -0.185, -1.633)
C (1.531, -0.678, -0.502)
C (2.257, -1.595, 0.305)
N (2.896, -2.222, 0.980)
C (0.254, -0.250, -0.159)
O (-0.363, -0.571, 1.027)
C (-1.576, 0.206, 1.141)
C (-1.453, 1.042, -0.139)
O (-0.480, 0.586, -0.940)
H (-2.503, -0.377, 1.106)
H (-1.769, 0.632, 2.107)
H (-1.284, 2.176, -0.005)
H (-2.283, 0.993, -0.741)